[1]
Entry from the OMol25 dataset: the molecule C24H24N2O4S (ωB97M-V/def2-TZVPD).

Output
* strongest force on any atom: 1.2 eV/Å
* total charge: 0
* LUMO level: 0.527 eV
* orbital gap: 8.6 eV
* energy relative to the best compared isomer or geometry (same formula, charge and spin): 33.95 kJ/mol

Positions of all 55 atoms, in Å:
C  -1.012  -0.753  -2.683
C  0.276  -0.861  -1.926
C  0.499  -1.956  -1.111
C  1.699  -2.030  -0.423
C  2.682  -1.031  -0.539
C  2.451  0.058  -1.377
C  1.255  0.147  -2.061
C  0.998  1.328  -2.945
H  0.736  1.011  -3.953
H  1.878  1.964  -2.997
H  0.173  1.925  -2.555
H  3.200  0.826  -1.498
C  3.747  -1.448  0.330
C  3.329  -2.620  0.874
O  2.110  -2.996  0.430
H  3.804  -3.276  1.578
C  5.041  -0.734  0.571
C  4.812  0.760  0.596
O  5.358  1.566  -0.104
O  3.877  1.076  1.514
C  3.333  2.388  1.476
H  3.891  3.011  0.770
H  3.404  2.822  2.478
C  1.867  2.323  1.055
O  1.285  3.218  0.483
N  1.264  1.161  1.409
C  -0.041  0.875  1.073
C  -0.722  -0.280  1.387
C  -0.154  -1.307  2.149
N  0.328  -2.122  2.799
C  -2.056  -0.271  0.875
C  -2.344  0.879  0.214
S  -0.996  1.989  0.177
C  -3.655  1.192  -0.420
H  -3.584  1.047  -1.504
C  -4.748  0.277  0.150
C  -5.163  0.735  1.546
H  -5.649  1.706  1.493
H  -4.298  0.825  2.198
H  -5.861  0.027  1.987
C  -4.250  -1.173  0.142
C  -3.046  -1.374  1.061
H  -3.366  -1.397  2.107
H  -2.569  -2.336  0.856
H  -3.969  -1.435  -0.880
H  -5.057  -1.841  0.448
H  -5.624  0.339  -0.505
H  -3.911  2.240  -0.252
H  1.809  0.434  1.856
H  5.462  -1.052  1.526
H  5.760  -0.948  -0.224
H  -0.239  -2.736  -1.005
H  -0.832  -0.840  -3.755
H  -1.484  0.211  -2.505
H  -1.698  -1.542  -2.385

Atom charges from the natural (NBO) analysis, given in e for atoms 1 to 6: -0.633, -0.028, -0.260, 0.340, -0.146, -0.247

=====

[2]
Entry from the OMol25 dataset: a structure of composition C30H34AsF3N4O6ReSi2 (ωB97M-V/def2-TZVPD).

Output
* strongest force on any atom: 1.2 eV/Å
* total charge: 0
* spin multiplicity: 4
* LUMO level (alpha / beta): -0.244 / -0.930 eV
* orbital gap (alpha / beta): 5.9 / 6.3 eV
* energy relative to the best compared isomer or geometry (same formula, charge and spin): 34.41 kJ/mol

Positions of all 81 atoms, in Å:
Re  1.135  0.121  1.000
O  4.012  -0.659  3.875
C  2.874  -0.554  3.182
O  2.710  0.431  2.399
C  1.874  -1.512  3.359
C  1.893  -2.541  4.327
C  0.770  -3.270  4.550
C  -0.418  -2.948  3.826
C  -0.378  -1.976  2.870
N  0.753  -1.296  2.557
C  -1.692  -1.616  2.223
O  -2.521  -2.459  1.998
O  -1.965  -0.328  1.979
H  4.635  -0.023  3.499
H  2.804  -2.692  4.893
H  0.756  -4.060  5.289
H  -1.357  -3.444  4.021
C  4.249  -3.679  -5.448
O  3.058  -3.689  -6.226
C  2.257  -2.604  -6.144
C  2.597  -1.434  -5.473
C  1.688  -0.386  -5.409
C  0.431  -0.485  -6.007
C  0.139  -1.638  -6.732
C  1.032  -2.689  -6.796
N  -0.591  0.545  -6.080
N  -0.712  1.501  -5.290
C  -0.202  1.518  -3.950
C  0.491  2.628  -3.558
C  1.132  2.716  -2.304
C  0.989  1.709  -1.394
O  1.578  1.678  -0.197
C  0.120  0.638  -1.721
N  -0.103  -0.247  -0.696
C  -0.863  -1.296  -0.928
C  -1.457  -1.528  -2.179
C  -1.260  -0.651  -3.201
C  -0.448  0.490  -2.993
H  4.684  -4.668  -5.550
H  4.033  -3.483  -4.396
H  4.959  -2.935  -5.816
H  3.559  -1.323  -4.991
H  1.991  0.522  -4.912
H  -0.820  -1.699  -7.234
H  0.801  -3.594  -7.348
H  0.619  3.418  -4.290
H  1.757  3.566  -2.054
H  -1.019  -1.987  -0.113
H  -2.070  -2.412  -2.309
H  -1.729  -0.826  -4.157
F  2.696  -1.052  -1.219
C  2.371  -1.349  0.087
F  1.738  -2.574  0.004
F  3.579  -1.650  0.667
C  0.143  0.488  5.430
Si  -1.143  1.449  4.511
C  -2.845  0.861  4.957
C  -0.874  3.244  4.921
As  -0.864  1.200  2.150
Si  -2.674  2.444  1.165
C  -2.941  4.029  2.105
C  -4.204  1.411  1.159
C  -2.174  2.921  -0.555
H  0.006  0.633  6.508
H  1.147  0.831  5.165
H  0.087  -0.584  5.227
H  -2.982  0.876  6.043
H  -3.006  -0.162  4.605
H  -3.617  1.494  4.505
H  -1.028  3.408  5.993
H  -1.545  3.910  4.377
H  0.154  3.533  4.679
H  -3.387  3.865  3.090
H  -3.623  4.665  1.528
H  -2.003  4.576  2.234
H  -4.463  1.063  2.163
H  -4.073  0.528  0.531
H  -5.035  2.008  0.767
H  -1.183  3.383  -0.557
H  -2.888  3.643  -0.965
H  -2.140  2.057  -1.226

Atom charges from the Mulliken analysis, given in e for atoms 1 to 6: 1.531, -0.550, 0.393, -0.765, 0.496, -1.003

=====

[3]
Entry from the OMol25 dataset: a structure of composition C10H10N2NiO4 (ωB97M-V/def2-TZVPD).

Output
* strongest force on any atom: 8.8 eV/Å
* total charge: +2
* spin multiplicity: 3
* LUMO level (alpha / beta): -8.431 / -11.097 eV
* orbital gap (alpha / beta): 7.6 / 5.0 eV
* energy relative to the best compared isomer or geometry (same formula, charge and spin): 0.00 kJ/mol

Positions of all 27 atoms, in Å:
Ni  0.606  -0.736  1.205
C  1.447  0.425  2.330
O  1.921  1.212  3.018
C  1.060  -2.383  1.805
O  1.435  -3.428  2.140
C  1.540  -1.215  -0.438
O  1.816  -1.508  -1.518
C  -0.990  -0.842  2.121
O  -1.791  -0.987  2.931
C  -1.771  -2.107  -0.903
H  -2.667  -1.620  -0.524
H  -1.387  -1.693  -1.829
C  -1.083  -2.993  -0.184
H  -0.131  -3.420  -0.538
H  -1.413  -3.293  0.825
C  1.985  1.997  -0.669
C  0.528  1.860  -0.730
N  -0.236  0.937  -0.178
C  -1.547  1.237  -0.523
C  -1.560  2.418  -1.254
N  -0.236  2.777  -1.368
H  2.297  2.928  -1.148
H  2.324  2.017  0.369
H  2.465  1.171  -1.199
H  -2.387  0.637  -0.217
H  -2.361  3.006  -1.685
H  0.135  3.601  -1.840

Atom charges from the natural (NBO) analysis, given in e for atoms 1 to 6: 0.882, 0.501, -0.288, 0.464, -0.301, 0.484

=====

[4]
Entry from the OMol25 dataset: a structure of composition C20H29N2OPdS8 (ωB97M-V/def2-TZVPD).

Output
* strongest force on any atom: 0.4 eV/Å
* total charge: +1
* spin multiplicity: 5
* LUMO level (alpha / beta): -1.916 / -4.893 eV
* orbital gap (alpha / beta): 8.3 / 6.4 eV
* energy relative to the best compared isomer or geometry (same formula, charge and spin): 0.00 kJ/mol

Positions of all 61 atoms, in Å:
Pd  0.703  0.525  0.139
O  5.112  1.281  5.314
C  4.358  1.078  4.419
S  4.843  1.070  2.701
C  3.263  0.748  2.046
C  2.213  0.611  2.963
S  0.621  0.213  2.551
S  2.607  0.806  4.645
S  3.122  0.547  0.373
C  -1.502  3.136  -2.995
C  -0.293  2.380  -3.538
S  0.901  1.569  -2.422
C  2.051  2.871  -1.925
C  1.669  3.765  -0.749
S  0.705  3.002  0.584
C  -1.056  3.210  0.138
C  -1.486  4.523  -0.493
S  -1.125  4.752  -2.268
H  -2.074  2.538  -2.292
H  -2.164  3.329  -3.842
H  0.306  3.035  -4.173
H  -0.641  1.567  -4.177
H  2.277  3.486  -2.798
H  2.958  2.319  -1.684
H  1.118  4.637  -1.083
H  2.577  4.116  -0.256
H  -1.557  3.095  1.101
H  -1.363  2.367  -0.477
H  -1.012  5.374  0.000
H  -2.561  4.629  -0.347
C  -0.295  -5.457  0.185
N  -0.429  -4.049  -0.194
C  -1.388  -3.841  -1.272
C  0.537  -3.153  0.077
S  0.893  -1.899  -1.035
N  1.221  -3.292  1.226
C  2.572  -2.774  1.386
C  0.614  -3.808  2.447
H  -0.296  -6.060  -0.725
H  -1.128  -5.777  0.812
H  0.639  -5.634  0.705
H  -2.264  -4.454  -1.064
H  -0.968  -4.139  -2.235
H  -1.687  -2.800  -1.321
H  3.030  -2.617  0.416
H  3.156  -3.507  1.946
H  2.569  -1.835  1.939
H  -0.463  -3.884  2.325
H  0.828  -3.102  3.252
H  1.014  -4.782  2.734
C  -4.056  0.440  -0.324
C  -3.512  0.069  0.900
C  -2.208  -0.415  0.963
C  -1.464  -0.442  -0.203
C  -2.004  -0.148  -1.443
C  -3.314  0.318  -1.495
H  -5.077  0.794  -0.371
H  -4.105  0.135  1.803
H  -1.796  -0.741  1.911
H  -1.426  -0.293  -2.349
H  -3.762  0.566  -2.449

Atom charges from the natural (NBO) analysis, given in e for atoms 1 to 6: 0.676, -0.493, 0.216, 0.392, -0.422, -0.412

=====

[5]
Entry from the OMol25 dataset: a cluster of 3 separate species, C4H13NOS in total (ωB97M-V/def2-TZVPD).

Output
* strongest force on any atom: 3.2 eV/Å
* total charge: 0
* LUMO level: -3.809 eV
* orbital gap: 4.7 eV
* energy relative to the best compared isomer or geometry (same formula, charge and spin): 690.69 kJ/mol

Positions of all 20 atoms, in Å:
C  -1.468  0.531  -0.296
N  -0.272  0.702  -1.053
C  0.943  0.013  -0.522
C  1.022  0.126  1.026
S  0.090  -1.127  1.754
C  -2.239  -0.736  -0.632
H  -2.109  1.414  -0.416
H  -1.336  0.432  0.832
H  2.039  -3.376  0.517
H  1.102  -0.994  -0.904
H  1.764  0.599  -0.954
H  0.679  1.091  1.418
H  2.108  0.120  1.220
H  2.593  -3.274  0.984
H  -2.664  -0.755  -1.641
H  -3.005  -0.991  0.098
H  -1.528  -1.563  -0.621
H  0.180  1.668  -0.974
H  1.066  3.508  0.241
O  1.035  2.612  -0.075

Atom charges from the natural (NBO) analysis, given in e for atoms 1 to 6: -0.239, -0.418, -0.245, -0.667, 0.222, -0.616

=====

[6]
Entry from the OMol25 dataset: a cluster of 2 separate species, C3H5NSe in total (ωB97M-V/def2-TZVPD).

Output
* strongest force on any atom: 5.9 eV/Å
* total charge: 0
* LUMO level: -0.291 eV
* orbital gap: 8.6 eV
* energy relative to the best compared isomer or geometry (same formula, charge and spin): 257.38 kJ/mol

Positions of all 10 atoms, in Å:
C  2.206  0.481  -0.631
C  -1.866  -0.209  0.510
C  1.037  0.085  0.132
N  3.176  0.703  -1.239
Se  -0.534  1.059  -0.210
H  -2.238  -0.800  -0.445
H  -1.206  -0.879  1.214
H  -2.585  0.388  0.904
H  0.939  -0.997  0.060
H  1.892  0.443  1.605

Atom charges from the natural (NBO) analysis, given in e for atoms 1 to 6: 0.224, -0.758, -0.641, -0.309, 0.377, 0.234